Below is a structure of composition C18H27BrN7NdO2, with properties calculated with wB97M-V/def2-TZVPD.

Element x y z (Å)
Nd  0.6191  0.4915  -0.5738
C  0.8238  3.3724  1.1315
N  -0.3195  3.2113  1.9861
C  -0.7209  4.2151  2.9707
C  -2.0867  3.6937  3.4352
N  -2.2823  2.4654  2.6515
C  -3.4341  1.6236  2.9486
C  -1.2628  2.2587  1.8025
N  -1.0520  1.3271  0.8918
C  -2.0371  0.2906  0.5240
C  -1.5925  -1.0935  1.0015
N  -0.3730  -1.5089  0.2757
C  -0.0782  -2.7928  0.1341
N  -0.5623  -3.8661  0.7749
C  -1.3205  -3.9342  2.0177
C  -0.0022  -5.1141  0.2403
C  0.9747  -4.6398  -0.8412
N  0.8514  -3.1827  -0.7751
C  1.3134  -2.3527  -1.8622
H  1.3186  4.3057  1.3866
H  0.5342  3.4363  0.0761
H  1.5668  2.5780  1.2845
H  -0.7916  5.2005  2.5106
H  -0.0016  4.2659  3.7869
H  -2.8911  4.3995  3.2333
H  -2.0963  3.4577  4.4983
H  -3.8574  1.9720  3.8873
H  -3.1466  0.5830  3.0875
H  -4.2109  1.7008  2.1885
H  -2.1159  0.2729  -0.5702
H  -3.0356  0.4985  0.8824
H  -2.4088  -1.7969  0.8294
H  -1.4042  -1.0239  2.0749
H  -1.2146  -3.0256  2.5966
H  -0.9218  -4.7532  2.6151
H  -2.3771  -4.1303  1.8321
H  -0.7937  -5.7480  -0.1568
H  0.5008  -5.6562  1.0396
H  0.6915  -4.9950  -1.8320
H  1.9974  -4.9550  -0.6423
H  1.5275  -2.9845  -2.7218
H  2.2422  -1.8232  -1.6168
H  0.5275  -1.6632  -2.1782
Br  4.0436  0.9966  -0.4728
C  3.5014  1.1358  -2.3040
C  4.3595  1.3342  -3.3555
C  3.7753  1.4220  -4.6194
C  2.3992  1.3082  -4.7720
C  1.6345  1.0967  -3.6434
N  2.1918  1.0133  -2.4265
C  0.1176  0.9546  -3.6638
O  -0.4889  1.1103  -4.6789
O  -0.3748  0.6638  -2.4629
H  5.4264  1.4226  -3.2102
H  4.4078  1.5829  -5.4829
H  1.9090  1.3787  -5.7331

Values from the calculation:
DFT total energy	-118939.2086	eV
multiplicity	4
F_max	0.6	eV/Å
⟨S²⟩	3.753
ΔE to the lowest compared entry with this formula, charge and spin	0.5	kcal per mole
net charge	+2

Below is a structure of composition C16H4F6N2PdS3, with properties calculated with wB97M-V/def2-TZVPD.

Element x y z (Å)
Pd  0.3042  -0.0842  0.8431
S  1.4119  0.8098  2.6690
C  -0.1005  1.4021  3.2558
S  -1.4001  1.0599  2.1950
C  -0.2234  2.0788  4.4718
C  -1.4700  2.5641  4.9342
N  -2.4669  2.9782  5.3475
C  0.8905  2.3240  5.3113
N  1.7758  2.5430  6.0220
F  -4.8725  1.5905  -4.2663
C  -3.9769  0.9682  -3.4736
C  -3.1598  1.6879  -2.6247
F  -3.2580  3.0274  -2.6013
C  -2.2423  1.0441  -1.8126
F  -1.4741  1.8205  -1.0489
C  -2.0864  -0.3492  -1.7971
S  -0.9586  -1.2565  -0.8409
C  -2.9302  -1.0348  -2.6846
F  -2.8697  -2.3748  -2.7679
C  -3.8507  -0.4088  -3.4975
F  -4.6353  -1.1309  -4.3217
F  5.5166  -2.8755  -1.0238
C  4.3589  -2.2538  -0.6267
C  3.1761  -2.9592  -0.6521
C  2.0084  -2.3149  -0.2553
C  1.9903  -0.9812  0.1778
C  3.2284  -0.3303  0.1957
C  4.4108  -0.9440  -0.2083
H  3.1709  -3.9917  -0.9811
H  1.0882  -2.8859  -0.2911
H  3.2857  0.6967  0.5425
H  5.3587  -0.4194  -0.1900

Values from the calculation:
DFT total energy	-71929.7053	eV
multiplicity	1
F_max	0.3	eV/Å
ΔE to the lowest compared entry with this formula, charge and spin	0.0	kcal per mole
net charge	-2

Below is a cluster of 2 separate species, C3H6N2O2S in total, with properties calculated with wB97M-V/def2-TZVPD.

Element x y z (Å)
C  0.2881  -2.4797  -0.6199
C  -2.3570  0.5199  0.0949
C  0.3383  0.5799  0.2467
N  -0.6257  -2.4865  0.0055
N  1.5665  0.9826  -0.0143
O  2.5285  0.3183  0.8591
O  1.9943  1.8624  -0.7522
S  -0.7970  1.1212  -0.9008
H  1.2410  -2.4438  -1.0632
H  -3.1951  0.8624  -0.5434
H  -2.1901  1.0144  1.0201
H  -2.3862  -0.5387  0.1685
H  0.3641  -0.2944  0.7820
H  3.2302  0.9820  0.7171

Values from the calculation:
DFT total energy	-21113.7678	eV
multiplicity	1
F_max	5.4	eV/Å
ΔE to the lowest compared entry with this formula, charge and spin	140.2	kcal per mole
net charge	0

Below is an isolated molecule of C5H5NOS, with properties calculated with wB97M-V/def2-TZVPD.

Element x y z (Å)
N  -2.5509  1.8089  -0.3218
C  -1.4426  1.5395  -0.0556
C  -0.1747  0.8750  0.5054
O  0.8359  1.3303  -0.3219
C  1.6915  0.2013  -0.4307
C  1.1118  -0.9916  -0.1538
C  -0.1959  -0.7788  0.3971
S  -1.7233  -1.4548  -0.1978
H  0.1374  1.0849  1.6223
H  2.5683  0.3675  -0.9200
H  1.5690  -1.9475  -0.2252
H  -0.1968  -0.9391  1.5420
H  -1.6298  -1.0956  -1.4401

Values from the calculation:
DFT total energy	-19636.1613	eV
multiplicity	1
F_max	4.9	eV/Å
ΔE to the lowest compared entry with this formula, charge and spin	65.3	kcal per mole
net charge	0

Below is a structure of composition C25H17BF4MnN6S, with properties calculated with wB97M-V/def2-TZVPD.

Element x y z (Å)
Mn  -0.9153  -2.4209  0.2696
N  8.9230  -2.1604  0.4700
C  7.7811  -2.1963  0.3690
C  6.3710  -2.2160  0.3021
C  5.6862  -1.1479  -0.2866
C  4.3104  -1.1282  -0.2720
C  3.5983  -2.1780  0.3239
C  4.2889  -3.2594  0.8865
C  5.6641  -3.2747  0.8820
C  2.1945  -2.1602  0.3663
C  0.9679  -2.1481  0.3968
H  6.2399  -0.3329  -0.7320
H  3.7675  -0.3058  -0.7126
H  3.7261  -4.0655  1.3312
H  6.1986  -4.0945  1.3385
N  -1.1534  4.5855  1.8109
C  -1.1131  5.8888  1.3977
C  -1.1818  7.0992  2.0673
C  -1.1370  8.2466  1.2988
C  -1.0282  8.1978  -0.0950
C  -0.9536  6.9999  -0.7689
C  -0.9927  5.8259  -0.0164
N  -0.9558  4.5292  -0.4148
C  -1.0582  3.7989  0.6799
C  -1.0858  2.3704  0.6536
C  -1.3464  1.5413  1.7647
C  -1.3481  0.1789  1.6140
N  -1.1069  -0.4502  0.4384
C  -0.8882  0.3452  -0.6421
C  -0.8700  1.7081  -0.5754
H  -1.2113  4.2693  2.7627
H  -1.2789  7.1433  3.1414
H  -1.1932  9.2097  1.7837
H  -1.0122  9.1253  -0.6509
H  -0.8780  6.9531  -1.8428
H  -1.5557  1.9624  2.7362
H  -1.5511  -0.4676  2.4629
H  -0.7204  -0.1756  -1.5806
H  -0.6885  2.3103  -1.4493
F  -0.6875  -4.3049  0.1926
B  -1.2257  -5.7637  -0.2018
F  -0.3392  -6.6304  0.2934
F  -2.4565  -5.8023  0.3678
F  -1.2956  -5.7182  -1.5521
S  -3.1772  -2.6717  1.0644
C  -3.1730  -3.1027  -0.5774
N  -4.1454  -3.9438  -1.0316
C  -4.1246  -4.3947  -2.3332
C  -3.1872  -3.8809  -3.1888
C  -2.2532  -2.9741  -2.6978
N  -2.2398  -2.6110  -1.3841
H  -4.7199  -4.3999  -0.3344
H  -4.8475  -5.1447  -2.5953
H  -3.1506  -4.2035  -4.2143
H  -1.4732  -2.5622  -3.3154

Values from the calculation:
DFT total energy	-88848.2749	eV
multiplicity	6
F_max	4.2	eV/Å
⟨S²⟩	8.767
net charge	0

Below is an isolated molecule of C3H9N3, with properties calculated with wB97M-V/def2-TZVPD.

Element x y z (Å)
H  2.9387  -0.4857  -0.1976
N  2.0899  -0.1281  0.3716
C  1.0440  -0.3173  -0.4016
N  0.9654  -1.5132  -1.0626
N  0.0510  0.5962  -0.8362
C  -1.3216  0.5786  -0.2554
C  -0.9741  0.7639  1.2956
H  0.1010  -1.7556  -1.5577
H  1.5767  -2.2337  -0.6466
H  0.3761  1.5711  -0.8612
H  -1.8228  -0.4648  -0.3459
H  -2.0557  1.3076  -0.5880
H  -1.3510  -0.2290  1.7009
H  -1.6704  1.4231  1.7984
H  0.0529  0.8867  1.5862

Values from the calculation:
DFT total energy	-7725.5577	eV
multiplicity	1
F_max	4.2	eV/Å
ΔE to the lowest compared entry with this formula, charge and spin	46.5	kcal per mole
net charge	0

Below is a cluster of 13 separate species, H26O13 in total, with properties calculated with wB97M-V/def2-TZVPD.

Element x y z (Å)
H  0.8159  -0.0106  0.8697
H  -0.3485  0.5280  0.0548
H  -0.6164  -1.7760  -0.1249
H  -1.3030  -2.6982  -1.1189
H  0.6901  -1.7567  -1.9087
H  0.7674  -2.7545  -3.0526
H  -1.5960  3.6002  -3.1670
H  -0.7554  2.7631  -2.2169
H  0.0892  -1.9618  2.5210
H  -1.0184  -0.9906  2.1468
H  3.0568  2.7118  1.1832
H  3.1324  2.5006  -0.3201
H  0.4448  3.3289  -0.4999
H  1.1325  3.5508  -1.8370
H  -4.4111  -0.9784  -0.6458
H  -3.6387  -2.1682  -1.1915
H  2.8758  1.0027  3.7327
H  2.2367  1.5253  2.4566
H  -4.2431  0.8956  0.0344
H  -4.5136  1.5137  1.3963
H  5.3939  -0.9986  0.2699
H  5.3573  -2.1937  -0.6684
H  -3.3844  -1.1134  2.4016
H  -3.3048  0.4034  2.4571
H  3.2510  -2.9075  0.3761
H  1.9561  -3.3148  -0.3077
O  0.6124  0.4528  0.0495
O  -1.4886  -2.0540  -0.4264
O  0.8630  -2.6862  -2.0959
O  -1.1543  2.7466  -3.0942
O  -0.4696  -1.6943  1.7826
O  3.5834  2.9410  0.4091
O  0.3115  3.7314  -1.3655
O  -4.3986  -1.9421  -0.6435
O  2.2660  1.6749  3.4083
O  -4.3035  1.7457  0.4847
O  4.8732  -1.3924  -0.4391
O  -3.8150  -0.3172  2.0706
O  2.8619  -3.0437  -0.4951

Values from the calculation:
DFT total energy	-27038.2200	eV
multiplicity	1
F_max	1.2	eV/Å
ΔE to the lowest compared entry with this formula, charge and spin	85.9	kcal per mole
net charge	0

Below is a cluster of 4 separate species, C13H34BNO6PS3 in total, with properties calculated with wB97M-V/def2-TZVPD.

Element x y z (Å)
C  2.3197  -0.5699  -1.3125
C  1.5584  0.1684  -2.4179
B  0.0495  0.5521  -2.0597
O  -0.6715  1.2572  -3.0868
C  -0.6272  0.1868  -0.7369
C  -0.6381  -1.4016  -0.6849
C  -1.9375  -2.0819  -0.2861
C  -2.9982  -2.3028  -1.3850
C  -2.5107  -2.2950  -2.8000
O  -2.9965  -1.6122  -3.5985
O  -1.4868  -3.1319  -3.1636
P  -2.2272  0.9656  -0.8122
N  -3.1101  0.9649  0.5434
H  2.1268  -1.6331  -1.3953
H  2.0288  -0.2296  -0.3297
H  3.3839  -0.4512  -1.4784
H  2.0586  1.0880  -2.7043
H  1.5419  -0.4850  -3.2969
H  -0.6017  0.7188  -3.8846
H  0.0830  -1.6962  0.0716
H  -0.2246  -1.7892  -1.6105
H  -1.6715  -3.0660  0.0916
H  -2.3724  -1.5744  0.5563
H  -3.5526  -3.2223  -1.2298
H  -3.7340  -1.5191  -1.3224
H  -0.7802  -2.5644  -3.4963
H  -2.9324  0.4338  -1.9255
H  -1.9723  2.3137  -1.1654
H  -3.9934  0.5156  0.3035
C  7.9308  -2.6378  -2.1919
S  6.3464  -2.3869  -3.0097
O  5.8897  -1.0205  -2.6641
C  5.4193  -3.5349  -1.9823
H  8.6580  -1.9747  -2.6557
H  7.8389  -2.3985  -1.1322
H  8.2462  -3.6735  -2.3220
H  5.4932  -3.2349  -0.9370
H  5.8130  -4.5428  -2.1186
H  4.3784  -3.5033  -2.2977
C  -3.3190  6.3267  2.4977
S  -4.1238  4.8308  3.0971
O  -3.6666  4.6247  4.5020
C  -3.2134  3.6905  2.0570
H  -3.7199  7.1753  3.0498
H  -2.2439  6.2554  2.6636
H  -3.5318  6.4491  1.4357
H  -2.1446  3.7941  2.2488
H  -3.4313  3.8964  1.0104
H  -3.5261  2.6757  2.2867
C  -0.3328  1.1748  3.3046
S  0.1449  -0.4053  3.9913
O  -0.0876  -1.4284  2.9468
C  -1.2179  -0.5195  5.1627
H  0.3661  1.4253  2.5084
H  -1.3414  1.1138  2.8888
H  -0.2855  1.9365  4.0860
H  -2.1652  -0.4740  4.6249
H  -1.1493  0.2985  5.8807
H  -1.1365  -1.4714  5.6848

Values from the calculation:
DFT total energy	-70276.4403	eV
multiplicity	1
F_max	4.5	eV/Å
net charge	-1

Below is a structure of composition C11H16ClO5PW, with properties calculated with wB97M-V/def2-TZVPD.

Element x y z (Å)
Cl  1.5083  1.2285  -1.8178
C  0.1851  -2.4565  -2.6489
C  -0.2898  -3.1256  -1.4588
C  0.6685  -2.9082  -0.4191
H  -1.1820  -3.6982  -1.3787
C  1.7590  -2.0845  -0.9463
C  1.4269  -1.8387  -2.3376
H  2.0107  -1.2163  -2.9805
H  -0.3090  -2.4440  -3.5986
H  0.6261  -3.2835  0.5810
C  2.9500  -1.6406  -0.2411
W  -0.2292  -0.8070  -0.9968
C  -2.0064  -1.2652  -0.0310
C  -1.4500  0.4820  -1.9527
O  -2.9950  -1.5228  0.4885
O  -2.0816  1.2866  -2.5420
H  2.7320  -1.4406  0.8121
H  3.3217  -0.7179  -0.6973
H  3.7473  -2.3938  -0.2834
C  -2.7594  2.3157  1.7684
O  -1.3399  2.1406  2.0361
P  -0.6886  1.0850  0.8892
O  0.4822  2.1579  0.4860
C  -0.0877  3.3775  -0.1475
O  -0.4394  -0.0781  2.0731
C  0.8602  0.1611  2.6818
H  -3.2526  1.3427  1.8206
H  -2.8683  2.7723  0.7733
H  -3.1463  2.9669  2.5097
H  -0.7978  3.0861  -0.9377
H  -0.5626  3.9754  0.6313
H  0.7101  3.9253  -0.5877
H  1.6149  0.2238  1.8809
H  0.8094  1.0765  3.2680
H  1.0728  -0.6823  3.3037

Values from the calculation:
DFT total energy	-45521.7692	eV
multiplicity	3
F_max	8.5	eV/Å
⟨S²⟩	2.028
ΔE to the lowest compared entry with this formula, charge and spin	0.0	kcal per mole
net charge	+2

Below is a structure of composition C11H23ClNO6P2Ti, with properties calculated with wB97M-V/def2-TZVPD.

Element x y z (Å)
Ti  -0.3781  -0.2911  -0.6023
P  -1.4995  2.0105  -0.7179
C  0.1924  2.7368  -0.5662
C  0.8666  2.1692  0.6593
N  0.6040  0.8509  0.9392
C  1.4461  0.1728  1.7556
C  2.3223  0.8932  2.5768
C  2.5032  2.2666  2.3930
C  1.8188  2.8949  1.3636
C  1.3849  -1.3479  1.7653
P  0.8417  -2.2171  0.2028
H  2.0317  3.9247  1.0792
H  2.8664  0.3573  3.3534
H  3.1822  2.8324  3.0367
H  2.3710  -1.7682  2.0047
H  0.6835  -1.6687  2.5464
H  0.7414  2.3485  -1.4788
H  0.1352  3.8242  -0.5392
H  0.1510  -2.4471  -3.7567
O  0.8054  0.4657  -1.8058
H  1.7599  0.3514  -1.9006
H  -0.0455  -1.7820  -2.0969
O  -0.3633  -2.5210  -2.9541
H  -1.3118  -2.2814  -3.1241
C  2.3833  -2.8755  -0.4803
H  2.8599  -3.5448  0.2542
H  2.1743  -3.4545  -1.3964
H  3.0713  -2.0518  -0.7130
C  0.0052  -3.7100  0.8225
H  -0.6158  -4.1633  0.0345
H  0.7500  -4.4522  1.1485
H  -0.6472  -3.4623  1.6721
C  -2.2369  2.7494  0.7553
H  -2.4471  3.8066  0.5349
H  -3.1695  2.2161  0.9855
H  -1.5562  2.6760  1.6136
C  -2.3490  2.7937  -2.0864
H  -3.3139  2.2832  -2.2101
H  -2.5307  3.8508  -1.8702
H  -1.7846  2.6878  -3.0178
O  -1.9188  -1.4158  -1.3627
Cl  -2.8255  -1.4498  0.0203
O  -4.0106  -0.6692  -0.1939
O  -3.0530  -2.8187  0.3612
O  -1.8948  -0.7706  0.9946

Values from the calculation:
DFT total energy	-79749.2091	eV
multiplicity	2
F_max	2.9	eV/Å
⟨S²⟩	0.754
ΔE to the lowest compared entry with this formula, charge and spin	0.0	kcal per mole
net charge	+2

Below is a cluster of 2 separate species, C5H5N3S in total, with properties calculated with wB97M-V/def2-TZVPD.

Element x y z (Å)
C  0.2990  -1.9558  -1.3946
C  1.9720  1.1511  0.0222
C  -0.8739  -1.4293  -1.3588
C  -1.5053  1.0917  1.2367
C  0.8843  0.9075  0.8911
N  1.4818  -2.2557  -1.3331
N  2.9279  1.3408  -0.5766
N  -0.2729  1.4097  0.5721
S  -2.2459  -0.8262  -1.7830
H  -1.6272  0.3065  1.8966
H  -1.8754  2.0774  1.7435
H  -2.3638  0.9184  0.4537
H  1.1188  0.0003  1.5830
H  2.0809  -2.7365  -1.9528

Values from the calculation:
DFT total energy	-20566.5569	eV
multiplicity	3
F_max	4.7	eV/Å
⟨S²⟩	2.026
ΔE to the lowest compared entry with this formula, charge and spin	0.0	kcal per mole
net charge	0

Below is a cluster of 2 separate species, C2H5NO4 in total, with properties calculated with wB97M-V/def2-TZVPD.

Element x y z (Å)
C  0.2546  0.4509  0.9971
C  0.2754  0.2699  -1.2404
N  -0.8835  -0.1174  1.0446
O  -0.9024  -1.5184  1.1454
O  1.5201  0.0614  1.2266
O  0.2885  -0.8491  -1.6979
O  -0.5386  1.2538  -1.5647
H  0.2661  1.4807  1.1395
H  1.1153  0.6760  -0.8485
H  1.5991  -0.8954  1.2859
H  -1.7597  -1.6811  0.6329
H  -1.2351  0.8688  -2.1206

Values from the calculation:
DFT total energy	-11827.7418	eV
multiplicity	3
F_max	11.1	eV/Å
⟨S²⟩	2.008
ΔE to the lowest compared entry with this formula, charge and spin	78.9	kcal per mole
net charge	0